A structure of composition C45H53As2BF4N7O5PTm at a distorted geometry. Source: the OMol25 dataset; level of theory: wB97M-V/def2-TZVPD.

E_LUMO (spin up / spin down): -2.8234 / -2.8185 eV
molar mass: 1208.5 g mol⁻¹
multiplicity: 3
energy relative to the best compared isomer or geometry (same formula, charge and spin): 0.0 kJ/mol
expectation value of S²: 2.0018
charge: +1

Geometry as XYZ:
```
119
Properties=species:S:1:pos:R:3:forces:R:3:mulliken_spin:R:1
Tm -1.358 0.858 -0.756 0.60 0.73 -0.57 2.046
O -6.816 -0.704 0.885 0.18 0.22 0.38 0.000
C -5.981 -1.030 1.877 -0.77 -0.39 0.80 0.000
O -6.310 -1.577 2.924 0.28 0.73 -1.92 0.000
C -4.545 -0.722 1.663 2.74 0.63 -0.12 0.001
C -3.498 -1.205 2.501 -1.19 0.50 -0.61 -0.002
N -2.328 -0.696 2.101 -0.74 0.85 -0.95 -0.002
N -2.501 0.141 1.021 -1.87 -1.15 1.23 -0.003
C -3.848 0.116 0.730 0.65 -1.56 2.07 -0.001
C -4.351 0.806 -0.474 0.48 1.46 -1.41 0.000
O -5.547 0.945 -0.700 0.49 -0.33 0.15 0.000
O -3.395 1.277 -1.250 -0.98 -0.77 0.74 0.001
H -6.465 -0.014 0.214 0.13 -0.80 0.87 0.000
H -3.637 -1.869 3.341 0.29 0.06 0.07 0.000
H -1.391 -0.769 2.524 -0.39 -0.02 -0.11 0.000
C 2.985 0.306 2.344 -1.84 0.22 0.31 0.000
C 3.494 -0.716 1.362 -0.26 -0.38 -1.00 -0.001
As 2.069 -1.264 -0.019 0.87 1.09 0.83 0.000
C 3.156 -1.551 -1.622 0.19 0.01 -0.90 0.000
C 2.695 -2.565 -2.511 1.13 1.81 -0.02 0.000
C 3.049 -2.531 -3.860 0.31 -0.12 0.64 0.000
C 3.951 -1.565 -4.334 -0.26 -0.38 0.72 0.000
C 4.506 -0.661 -3.438 -0.08 0.02 0.83 0.000
C 4.115 -0.616 -2.086 -1.54 -1.06 -0.51 0.000
C 1.737 -3.067 0.525 -0.97 -0.45 0.07 0.000
C 2.698 -4.074 0.510 -0.91 0.68 0.14 0.000
C 2.297 -5.367 0.790 1.13 -1.26 0.42 0.000
C 0.973 -5.713 1.010 -0.35 1.63 -0.17 0.000
C 0.013 -4.687 1.051 0.79 -0.09 0.07 0.000
C 0.400 -3.368 0.857 0.51 -0.05 -0.44 0.000
As 1.380 -0.465 3.359 0.45 0.79 0.66 0.000
C 0.788 0.907 4.706 -0.71 -0.09 -0.74 0.000
C 0.605 2.254 4.340 -0.26 0.09 0.50 0.000
C -0.271 3.065 5.083 -0.58 -0.20 0.89 0.000
C -1.072 2.527 6.149 1.63 0.22 -1.89 0.000
C -0.914 1.181 6.431 0.42 -0.13 0.14 0.000
C 0.041 0.388 5.780 0.42 0.37 -0.21 0.000
C 2.311 -1.686 4.557 -0.63 -0.26 0.20 0.000
C 2.107 -3.054 4.295 0.76 0.88 -0.35 -0.001
C 2.955 -3.986 4.866 0.06 -0.57 0.32 0.000
C 3.893 -3.571 5.816 -0.18 -0.18 -0.18 0.000
C 3.950 -2.230 6.192 0.74 0.27 1.34 0.000
C 3.154 -1.267 5.606 -0.47 -0.10 -1.20 0.000
H 2.512 1.154 1.834 0.38 0.09 0.03 0.000
H 3.692 0.661 3.078 0.40 0.02 0.07 0.000
H 3.806 -1.611 1.894 0.10 -0.26 -0.14 0.000
H 4.327 -0.383 0.721 -0.18 0.12 0.51 0.000
H 2.102 -3.333 -2.088 -0.75 -0.73 0.02 0.000
H 2.684 -3.329 -4.491 0.00 0.10 -0.27 0.000
H 4.251 -1.577 -5.366 0.09 0.05 -0.23 0.000
H 5.276 0.029 -3.731 0.12 0.22 -0.39 0.000
H 4.426 0.187 -1.440 0.34 0.12 0.07 0.000
H 3.701 -3.774 0.269 0.43 -0.38 0.02 0.000
H 3.062 -6.157 0.915 -0.47 0.48 -0.43 0.000
H 0.688 -6.730 1.123 -0.16 -0.68 0.26 0.000
H -1.016 -4.897 1.249 -0.51 -0.28 0.12 0.000
H -0.336 -2.558 0.887 0.20 -0.31 -0.02 0.001
H 1.161 2.683 3.504 -0.28 -0.10 0.20 0.000
H -0.371 4.133 4.853 0.12 -0.51 -0.04 0.000
H -1.728 3.162 6.728 -0.13 -0.05 -0.14 0.000
H -1.529 0.745 7.192 -0.06 -0.25 0.44 0.000
H 0.299 -0.610 6.145 -0.55 0.11 -0.21 0.000
H 1.375 -3.362 3.552 0.11 0.05 0.04 0.001
H 2.851 -5.034 4.546 0.21 0.47 0.42 0.000
H 4.562 -4.289 6.292 -0.19 0.17 -0.17 0.000
H 4.626 -1.906 7.015 -0.47 -0.44 -0.74 0.000
H 3.186 -0.209 5.896 0.14 -0.51 -0.14 0.000
F 0.379 1.986 -0.133 0.09 0.10 -0.33 -0.025
B 1.144 3.323 -0.074 -0.20 1.19 0.94 -0.004
F 1.008 3.670 1.283 0.57 -0.43 -1.19 0.000
F 0.477 4.293 -0.861 0.39 -1.12 0.17 0.000
F 2.396 3.040 -0.564 -0.50 -0.03 0.34 0.000
C -1.543 -1.981 -4.200 0.86 -0.37 0.25 0.000
P -2.130 -2.193 -2.522 -0.20 0.19 -0.21 -0.001
C -3.920 -2.023 -2.587 0.24 -0.40 -0.34 0.000
C -1.796 -3.824 -1.884 1.06 -0.33 -0.50 0.000
O -1.469 -1.165 -1.611 -0.01 0.44 0.17 -0.007
H -1.694 -2.928 -4.738 0.11 0.40 -0.08 0.000
H -0.461 -1.712 -4.157 -0.73 -0.32 -0.15 0.000
H -2.103 -1.173 -4.661 -0.04 0.06 -0.15 0.000
H -4.371 -2.820 -3.203 0.27 0.36 0.11 0.000
H -4.216 -1.041 -2.959 0.03 -0.03 0.05 0.000
H -4.272 -2.170 -1.581 -0.37 0.09 0.52 0.000
H -2.129 -4.616 -2.551 -0.27 0.06 -0.07 0.000
H -2.302 -3.903 -0.937 -0.18 -0.13 0.44 0.000
H -0.708 -3.994 -1.728 -0.63 0.35 0.00 0.000
C 3.181 1.645 -6.760 -0.24 -0.13 -0.08 0.000
C 1.754 2.143 -6.882 -1.06 2.11 0.09 0.000
C 0.758 1.137 -7.424 0.54 -0.61 0.60 0.000
C 1.340 2.948 -5.564 2.06 -0.64 -0.53 0.000
N 0.382 2.378 -4.638 -2.40 0.32 2.42 0.000
C 0.436 1.825 -3.392 -0.79 -0.17 -1.32 0.000
N -0.810 1.841 -2.847 2.64 0.44 -1.01 -0.003
N -1.568 2.553 -3.711 -0.57 -0.63 -0.05 0.000
N -0.934 2.851 -4.748 1.13 0.03 -0.55 0.000
H 3.440 1.037 -7.621 0.18 0.09 -0.18 0.000
H 3.281 0.999 -5.889 0.03 -0.07 0.20 0.000
H 3.880 2.476 -6.662 0.03 -0.12 -0.03 0.000
H 1.653 3.004 -7.603 0.80 -0.93 0.29 0.000
H 0.558 0.314 -6.728 0.06 0.01 -0.08 0.000
H 1.170 0.728 -8.337 0.13 -0.28 -0.15 0.000
H -0.169 1.580 -7.707 -0.79 0.46 0.04 0.000
H 0.978 3.918 -5.883 -0.39 0.01 0.34 0.000
H 2.286 3.121 -4.998 -0.79 -0.07 -0.25 0.000
H 1.337 1.358 -2.997 -0.31 0.19 0.11 0.000
N -2.223 3.758 -0.098 -0.98 -0.72 -0.45 -0.001
C -2.848 4.425 0.994 0.12 0.15 0.94 0.000
C -2.129 5.400 1.720 0.15 -0.65 -0.81 0.000
C -2.579 5.828 2.966 -0.38 -0.43 0.33 0.000
C -3.771 5.289 3.488 -0.18 0.15 -0.60 0.000
C -4.555 4.422 2.693 0.35 0.57 0.69 0.000
C -4.117 4.014 1.452 1.24 0.31 -0.21 0.000
H -2.860 3.653 -0.892 0.35 0.17 0.24 0.000
H -1.338 4.141 -0.376 0.18 0.56 -0.15 0.000
H -1.191 5.751 1.248 -0.50 -0.12 0.65 0.000
H -1.965 6.523 3.556 -0.44 -0.26 -0.33 0.000
H -4.161 5.599 4.461 0.29 -0.11 -0.28 0.000
H -5.502 4.037 3.065 0.14 0.21 -0.01 0.000
H -4.709 3.359 0.844 -0.26 -0.38 -0.19 0.000
```
Positions in Å, forces in eV/Å.